{"formula": "C44H45Cl5N6O5STi", "method": "the ωB97M-V functional and the def2-TZVPD basis", "elements": ["Ti", "O", "C", "C", "C", "N", "C", "C", "C", "O", "O", "C", "O", "O", "H", "H", "H", "C", "C", "C", "C", "C", "C", "C", "N", "C", "N", "C", "C", "C", "C", "C", "C", "C", "N", "C", "C", "C", "C", "C", "C", "C", "H", "H", "H", "H", "H", "H", "H", "H", "H", "H", "H", "H", "H", "H", "H", "H", "H", "H", "H", "H", "H", "H", "Cl", "C", "C", "C", "Cl", "C", "Cl", "C", "Cl", "C", "Cl", "C", "C", "C", "C", "N", "C", "S", "N", "C", "C", "C", "C", "H", "H", "H", "H", "H", "H", "H", "H", "H", "H", "H", "H", "H", "H", "H", "H", "H", "H", "H", "H"], "coordinates": [[-0.453218, 1.004684, 2.335528], [4.638899, 0.522844, 5.757535], [3.433135, 0.625338, 5.107654], [2.785505, -0.492299, 4.593782], [1.608731, -0.323744, 3.901539], [1.030361, 0.881381, 3.749562], [1.661168, 1.958755, 4.245093], [2.860399, 1.880968, 4.916030], [0.923627, 3.219319, 3.856523], [1.267342, 4.320294, 4.291195], [-0.019045, 2.980890, 3.026413], [0.890052, -1.375704, 3.099156], [1.190167, -2.559444, 3.181723], [0.005455, -0.848739, 2.334527], [4.901943, -0.402142, 5.728902], [3.200007, -1.489633, 4.689971], [3.351255, 2.783142, 5.252787], [4.135456, 2.280755, -2.426557], [3.029208, 1.904509, -3.373209], [3.185265, 2.026393, -4.745220], [2.171176, 1.662814, -5.622569], [0.984056, 1.160288, -5.121212], [0.799911, 1.038250, -3.750730], [1.804851, 1.421899, -2.861541], [1.707998, 1.301426, -1.485367], [0.665687, 1.406982, -0.577777], [-0.550442, 1.664890, -1.057843], [-1.658359, 2.168713, -0.327042], [-1.638978, 2.159961, 1.041754], [-2.751559, 2.916368, 1.740761], [-3.982059, 3.100450, 0.896888], [-3.921416, 2.986132, -0.449494], [-2.747670, 2.597079, -1.124913], [-2.739796, 2.479919, -2.624187], [0.941615, 1.355770, 0.693067], [2.309990, 1.353434, 1.044242], [3.006747, 0.159409, 1.246038], [4.335702, 0.179385, 1.640369], [4.996789, 1.386254, 1.794687], [4.322643, 2.572143, 1.536701], [2.990314, 2.583402, 1.149063], [2.295465, 3.880467, 0.838741], [4.969361, 2.734122, -2.961665], [4.519336, 1.401800, -1.898721], [3.785138, 2.989104, -1.672952], [4.121172, 2.405439, -5.139696], [2.315485, 1.763555, -6.690477], [0.193363, 0.849770, -5.792458], [-0.117471, 0.598288, -3.383707], [2.582744, 1.117880, -1.017381], [-0.633665, 1.697595, -2.056059], [-2.322485, 3.919547, 1.951813], [-4.917225, 3.344127, 1.375363], [-4.814897, 3.170477, -1.039733], [-3.689411, 2.833609, -3.026941], [-2.615693, 1.438240, -2.946943], [-1.944541, 3.082455, -3.080783], [2.489704, -0.776238, 1.076727], [4.850744, -0.754481, 1.830706], [6.033065, 1.407788, 2.109279], [4.847324, 3.515420, 1.637716], [3.024916, 4.684126, 0.729995], [1.611718, 4.148396, 1.644139], [1.700919, 3.810832, -0.073961], [-2.552629, -0.500837, 1.260473], [-3.018182, 2.309985, 3.112523], [-2.151051, 1.281601, 3.532264], [-2.457688, 0.622200, 4.721684], [-1.409442, -0.665958, 5.234099], [-3.570447, 0.936652, 5.494248], [-3.986442, 0.019950, 6.902948], [-4.328656, 2.042346, 5.138966], [-5.651083, 2.531899, 6.145489], [-4.027490, 2.737600, 3.966519], [-4.910593, 4.215857, 3.680249], [-2.003117, -5.254181, 0.680663], [-3.471462, -5.116165, 0.270455], [-3.676126, -4.518799, -1.128789], [-3.439927, -3.002034, -1.210164], [-2.102370, -2.618185, -0.831394], [-1.081711, -2.405018, -1.650933], [0.429844, -2.016595, -1.058355], [-1.251265, -2.397402, -3.043654], [-1.671725, -3.531641, -3.858619], [-0.563960, -4.555896, -4.170820], [0.672247, -3.947803, -4.869715], [1.897556, -3.889797, -3.960844], [-1.920629, -5.865873, 1.580339], [-1.556184, -4.287193, 0.892562], [-1.421450, -5.731876, -0.111639], [-3.995425, -4.496107, 1.002675], [-3.934177, -6.109553, 0.280299], [-4.705362, -4.710845, -1.452573], [-3.007188, -5.039034, -1.822685], [-4.103479, -2.498764, -0.503210], [-3.671955, -2.646889, -2.221448], [-2.100755, -2.083482, 0.091268], [-0.398971, -2.001813, -3.419846], [-2.032241, -3.117873, -4.807490], [-2.503029, -4.036792, -3.370400], [-1.002760, -5.328167, -4.809557], [-0.253393, -5.029744, -3.235651], [0.436914, -2.936444, -5.218938], [0.921796, -4.537512, -5.756544], [1.701109, -3.268289, -3.087701], [2.756247, -3.475956, -4.494011], [2.158671, -4.890427, -3.609573]], "forces_ev_per_angstrom": [[-0.8, 0.9, -1.1], [-0.2, 0.1, -0.1], [-0.2, 0.1, -0.2], [0.0, -0.2, 0.1], [-0.2, 0.5, 0.2], [1.5, -0.4, 0.7], [-0.5, -0.2, -0.2], [0.3, -0.1, 0.3], [-0.2, 0.4, -0.1], [0.2, -0.2, 0.1], [0.5, 0.2, 0.2], [0.2, -0.6, 0.1], [0.1, 0.2, 0.1], [0.8, -1.7, 0.1], [0.0, 0.0, 0.0], [0.0, 0.0, -0.1], [-0.1, 0.0, 0.0], [0.0, 0.0, -0.1], [0.0, 0.1, 0.0], [-0.1, -0.1, 0.1], [0.0, 0.0, -0.1], [0.0, 0.1, 0.1], [-0.1, 0.0, 0.0], [-0.1, 0.0, -0.3], [0.3, -0.2, 0.2], [0.1, 0.3, -0.1], [0.1, -0.3, -0.3], [0.0, 0.4, 0.5], [-0.7, 0.7, -0.5], [-0.1, 0.1, -0.1], [0.0, 0.0, 0.1], [-0.2, 0.0, 0.0], [0.1, 0.0, -0.1], [0.0, 0.1, 0.2], [0.3, -0.2, -0.2], [0.4, 0.1, -0.1], [-0.2, 0.2, -0.1], [0.1, 0.0, 0.0], [0.0, 0.0, 0.0], [0.1, 0.0, 0.0], [-0.1, 0.0, 0.1], [0.0, 0.0, 0.1], [0.0, 0.0, 0.0], [0.0, 0.0, 0.1], [0.0, 0.0, 0.0], [0.0, 0.0, 0.0], [0.0, 0.0, 0.0], [0.0, 0.0, 0.0], [0.0, -0.1, 0.0], [0.0, 0.0, 0.0], [0.0, 0.0, 0.1], [0.0, 0.0, -0.1], [0.0, 0.0, -0.1], [0.0, 0.0, 0.0], [0.0, 0.0, 0.0], [0.0, 0.0, -0.1], [0.0, -0.1, -0.1], [-0.1, -0.1, 0.1], [0.0, 0.0, 0.0], [0.0, 0.0, 0.0], [0.0, 0.0, 0.0], [0.0, 0.0, 0.0], [-0.1, 0.0, 0.0], [0.0, 0.0, 0.0], [-0.5, -0.5, -0.3], [0.0, -0.1, 0.2], [-1.0, 0.1, 1.2], [-0.1, 0.4, -0.6], [0.0, -0.3, 0.3], [0.1, 0.1, 0.0], [0.0, -0.1, 0.1], [0.0, -0.1, 0.0], [-0.1, 0.1, 0.1], [0.1, -0.1, 0.1], [0.0, 0.2, -0.1], [-0.2, 0.0, 0.1], [0.2, 0.0, -0.2], [0.0, 0.1, 0.3], [-0.1, -0.2, -0.3], [-0.3, 0.2, 0.2], [0.1, 0.1, 0.1], [0.4, 0.3, 0.1], [0.0, -0.1, -0.2], [0.0, -0.2, 0.0], [0.0, 0.3, 0.1], [0.0, -0.2, 0.2], [0.0, 0.1, -0.1], [0.0, 0.0, 0.0], [0.1, 0.0, 0.0], [0.0, 0.0, 0.0], [-0.1, -0.1, 0.0], [-0.1, 0.1, 0.1], [0.0, 0.0, -0.1], [-0.1, 0.0, 0.0], [-0.1, 0.1, -0.1], [0.0, 0.1, 0.1], [0.5, -0.3, -0.5], [0.0, 0.0, 0.1], [-0.1, -0.1, 0.0], [0.0, 0.1, -0.2], [-0.1, 0.0, 0.1], [0.0, -0.1, 0.0], [0.0, 0.0, -0.1], [-0.1, 0.1, 0.0], [0.0, 0.0, 0.1], [0.0, 0.0, 0.0], [0.0, 0.0, 0.0]], "mulliken_spin": [0.808, 0.011, 0.067, -0.031, 0.053, -0.002, 0.079, -0.026, 0.014, 0.027, -0.011, 0.027, 0.012, 0.030, -0.001, 0.000, 0.000, 0.000, 0.001, 0.000, 0.000, -0.002, -0.004, 0.003, 0.000, 0.014, -0.011, -0.052, 0.204, -0.077, 0.368, -0.149, 0.460, -0.041, 0.021, 0.007, -0.002, -0.003, 0.003, -0.001, 0.004, 0.014, 0.000, 0.000, 0.000, 0.000, 0.000, 0.000, 0.002, 0.000, 0.004, 0.096, 0.028, -0.011, 0.001, 0.033, 0.025, 0.002, -0.002, 0.000, 0.001, 0.000, -0.003, 0.001, 0.029, 0.072, -0.102, 0.022, 0.001, -0.015, 0.000, 0.020, 0.002, -0.020, 0.001, -0.001, 0.001, 0.000, 0.002, -0.011, 0.005, -0.001, 0.000, 0.000, 0.000, 0.000, 0.000, 0.000, 0.001, 0.000, 0.000, 0.000, 0.000, 0.000, -0.001, 0.000, 0.001, 0.000, 0.000, 0.000, 0.000, 0.000, 0.000, 0.000, 0.000, 0.000, 0.000], "charge": -2, "e_lumo_ev": [3.8, 3.8], "homo_lumo_gap_ev": [4.525, 6.262], "homo_energy_ev": [-0.7, -2.4], "spin_multiplicity": 3, "s_squared": 2.05}

=====

{"formula": "C5H14N2", "method": "the ωB97M-V functional and the def2-TZVPD basis", "elements": ["C", "C", "C", "C", "N", "C", "N", "H", "H", "H", "H", "H", "H", "H", "H", "H", "H", "H", "H", "H", "H"], "coordinates": [[-0.275544, -2.462947, -0.113158], [0.690792, -1.285237, -0.219749], [-0.072856, 0.023053, -0.484686], [-0.638602, 0.147476, -1.889363], [0.638708, 1.220396, -0.060418], [0.779054, 1.390926, 1.375528], [-0.416193, 1.933994, 2.034505], [0.189346, -3.422542, 0.110959], [-1.113228, -2.230586, 0.546713], [-0.755265, -2.637270, -1.086330], [1.301405, -1.286519, 0.682371], [1.301516, -1.410852, -1.120143], [-0.955159, -0.126127, 0.167140], [0.101995, 0.197353, -2.686853], [-1.370697, -0.584722, -2.187840], [-1.057021, 1.163035, -1.864398], [0.172317, 2.020394, -0.465249], [0.960112, 0.393748, 1.771974], [1.709615, 1.935048, 1.517661], [-1.075936, 2.307656, 1.362792], [-0.114360, 2.713724, 2.608543]], "forces_ev_per_angstrom": [[-0.5, 0.0, -1.1], [0.0, -0.2, -0.9], [-1.0, -1.3, 1.5], [0.7, 1.5, 0.1], [0.2, -0.2, -0.5], [-0.1, -0.9, -0.9], [0.5, 0.5, 0.3], [0.1, 0.2, 0.4], [0.2, -0.2, 0.4], [0.1, 0.1, 0.0], [0.2, 0.4, -0.2], [0.5, -0.3, 0.4], [-0.2, 0.4, -0.1], [0.4, -0.2, 0.1], [-0.3, -0.2, 0.3], [-0.6, -0.3, -0.5], [0.2, 0.3, 0.0], [0.1, 0.0, 0.2], [-0.2, 0.6, 0.4], [0.1, 0.0, -0.1], [-0.3, 0.0, 0.1]], "lowdin_charge": [-0.111, -0.218, -0.454, -0.052, -0.042, -0.303, 0.010, 0.069, 0.073, 0.066, 0.096, 0.110, 0.124, 0.080, 0.072, 0.075, 0.093, 0.091, 0.107, 0.057, 0.057], "charge": 0, "e_lumo_ev": 1.1, "smiles": "CC[C@H](C)NCN", "homo_lumo_gap_ev": 9.665, "homo_energy_ev": -8.5, "spin_multiplicity": 1}

=====

ΔE to the lowest compared entry with this formula, charge and spin? In order: 104.5; 90.2 kJ/mol.
Electronic energy? In order: -162105.5592; -8391.6839 eV.